1.
Density functional theory data (ωB97M-V/def2-TZVPD) for a 2-piece molecular cluster, C28H21N3OP overall in a non-equilibrium geometry.

CARTESIAN COORDINATES (ANGSTROEM)
N 2.0624 -2.4763 3.4440
C -0.8813 2.2154 -2.0079
C 2.4770 1.1995 -0.1937
H 4.5432 1.1634 4.7138
C 1.3845 -2.0236 -3.7375
H 4.6644 -0.1293 0.5920
H -3.1769 3.4821 0.1652
C -1.2728 -2.8817 1.8265
C -1.4117 2.7226 -0.8211
H 1.9246 -2.4464 -4.5865
C -3.5649 2.9836 -1.9098
C 4.7477 0.4322 2.6903
C -4.6685 -2.8966 0.2637
H -0.7735 2.8154 0.0589
H -2.2304 0.3620 2.4493
H 5.6368 -0.1625 2.9055
H 2.4879 2.5083 4.2263
H 2.0031 0.0123 -4.1648
H 3.0834 0.6815 -0.9581
C 4.2180 0.4450 1.4038
C 1.4263 -0.6450 -3.5108
C 1.0932 -1.8572 3.1889
C 3.0551 1.2033 1.1349
C -2.2917 -0.6651 2.0784
H 0.6155 -3.9258 -3.0596
C -3.4204 -1.1140 1.4194
H -0.5105 -0.5004 -0.6972
C 0.7231 -0.0984 -2.4321
C -2.4139 -3.3119 1.1673
H -0.6031 -2.9425 -1.1128
C -0.0174 -1.0582 2.9398
H -4.6173 3.2696 -1.8713
C -2.7616 3.0987 -0.7687
P 0.8296 1.6852 -2.1197
H -0.4380 -3.5698 1.9860
O 1.6521 2.4190 -3.1175
N -5.6318 -3.2601 -0.2952
N 1.3527 1.7405 -0.5110
H -4.2677 -0.4448 1.2562
H 1.5363 2.5147 1.9007
C 2.4360 1.9480 2.1507
H -3.6427 2.4215 -4.0058
C 4.1271 1.1771 3.7050
H -1.2392 1.7669 -4.0940
C -1.6776 2.1305 -3.1625
H -2.4835 -4.3397 0.8042
C -3.4930 -2.4387 0.9538
C -0.0323 -2.3035 -1.7882
C 0.0088 -0.9248 -1.5598
C -1.1767 -1.5332 2.2937
C 0.6520 -2.8511 -2.8795
C -3.0225 2.5048 -3.1104
C 2.9746 1.9327 3.4389
H 0.0056 -0.0354 3.3181

Values from the calculation:
Net charge: -1
E_tot (eV): -45185.8610
HOMO energy (eV): -3.30

2.
Density functional theory data (ωB97M-V/def2-TZVPD) for C28H21N6ORe as an isolated structure in a non-equilibrium geometry.

CARTESIAN COORDINATES (ANGSTROEM)
C -1.2605 2.8591 0.4403
C 4.1066 0.9198 -0.7268
H 4.5352 0.0264 -0.2998
H -1.1298 2.1476 -2.3041
H -4.4833 4.6640 1.5832
H 1.3273 1.3944 -5.7139
H -4.6385 2.6074 0.2384
H 2.6507 4.1863 -2.1570
Re -0.1795 0.0685 0.0030
C 0.9831 1.1399 -4.7250
C -2.4907 -4.0984 1.7069
H 0.8306 4.0490 -0.5644
H 2.2384 -0.5931 -4.5206
H -2.8613 -5.0165 2.1376
C 0.9913 2.9800 -0.4534
C 4.3027 2.8325 -2.1624
H 2.5347 -1.1969 -1.5794
N 0.5861 -1.5776 -0.8906
C -3.6711 2.9980 0.5138
C -0.9626 -2.9045 0.3185
C -1.1884 4.0154 1.2254
H -0.2190 4.3907 1.5172
C -0.6108 0.5083 3.0358
N 0.1276 0.5093 -2.1638
H 4.8700 3.4117 -2.8716
N -0.3054 0.3265 1.9006
C -2.3396 4.6596 1.6284
H -2.6025 1.4748 -0.5452
C -3.0664 -2.8785 2.0378
H 1.5863 -2.3368 -2.5593
H 5.8136 1.3260 -1.9512
C 1.5303 -1.4110 -1.9720
O 0.6187 -3.8345 -1.2035
H -2.9634 -0.7493 1.7255
C 2.8538 1.3434 -0.3310
C -0.0284 2.2101 -0.0152
C 4.8323 1.6576 -1.6514
C 1.0500 -0.2467 -2.7829
C -1.5901 0.6807 5.2098
C 3.0566 3.2674 -1.7619
C -2.5234 2.3538 0.0951
H -3.9007 -2.8234 2.7176
H -2.2701 5.5617 2.2170
N -0.7960 0.7854 4.2059
C 1.4969 0.0398 -4.0622
H -0.9429 -5.0230 0.5026
C 0.1691 -2.8444 -0.6542
C -3.5834 4.1567 1.2710
H 2.3215 0.8068 0.4577
N -2.2772 0.6180 6.1300
H -0.4213 2.7655 -4.5758
C 0.0134 1.9061 -4.0934
C -0.3843 1.5583 -2.8193
N -1.5115 -1.7338 0.6555
C 2.3034 2.5188 -0.8521
C -1.4273 -4.1121 0.8211
C -2.5481 -1.7193 1.4844

Values from the calculation:
Net charge: +1
Spin multiplicity: 4
Energy above the lowest of the compared OMol25 structures with the same formula, charge and spin (kcal per mole): 26.4
E_tot (eV): -42487.5875
HOMO energy (spin up / spin down) (eV): -10.94 / -11.08

What did the first record say?
Density functional theory data (ωB97M-V/def2-TZVPD) for a 2-piece molecular cluster, C28H21N3OP overall in a non-equilibrium geometry.

CARTESIAN COORDINATES (ANGSTROEM)
N 2.0624 -2.4763 3.4440
C -0.8813 2.2154 -2.0079
C 2.4770 1.1995 -0.1937
H 4.5432 1.1634 4.7138
C 1.3845 -2.0236 -3.7375
H 4.6644 -0.1293 0.5920
H -3.1769 3.4821 0.1652
C -1.2728 -2.8817 1.8265
C -1.4117 2.7226 -0.8211
H 1.9246 -2.4464 -4.5865
C -3.5649 2.9836 -1.9098
C 4.7477 0.4322 2.6903
C -4.6685 -2.8966 0.2637
H -0.7735 2.8154 0.0589
H -2.2304 0.3620 2.4493
H 5.6368 -0.1625 2.9055
H 2.4879 2.5083 4.2263
H 2.0031 0.0123 -4.1648
H 3.0834 0.6815 -0.9581
C 4.2180 0.4450 1.4038
C 1.4263 -0.6450 -3.5108
C 1.0932 -1.8572 3.1889
C 3.0551 1.2033 1.1349
C -2.2917 -0.6651 2.0784
H 0.6155 -3.9258 -3.0596
C -3.4204 -1.1140 1.4194
H -0.5105 -0.5004 -0.6972
C 0.7231 -0.0984 -2.4321
C -2.4139 -3.3119 1.1673
H -0.6031 -2.9425 -1.1128
C -0.0174 -1.0582 2.9398
H -4.6173 3.2696 -1.8713
C -2.7616 3.0987 -0.7687
P 0.8296 1.6852 -2.1197
H -0.4380 -3.5698 1.9860
O 1.6521 2.4190 -3.1175
N -5.6318 -3.2601 -0.2952
N 1.3527 1.7405 -0.5110
H -4.2677 -0.4448 1.2562
H 1.5363 2.5147 1.9007
C 2.4360 1.9480 2.1507
H -3.6427 2.4215 -4.0058
C 4.1271 1.1771 3.7050
H -1.2392 1.7669 -4.0940
C -1.6776 2.1305 -3.1625
H -2.4835 -4.3397 0.8042
C -3.4930 -2.4387 0.9538
C -0.0323 -2.3035 -1.7882
C 0.0088 -0.9248 -1.5598
C -1.1767 -1.5332 2.2937
C 0.6520 -2.8511 -2.8795
C -3.0225 2.5048 -3.1104
C 2.9746 1.9327 3.4389
H 0.0056 -0.0354 3.3181

Values from the calculation:
Net charge: -1
E_tot (eV): -45185.8610
HOMO energy (eV): -3.30

- Among the records above, which one has the highest net charge?
  C28H21N6ORe

- Which formula does entry 1 have?
  C28H21N3OP